Record 1
# C4H15N2O2

A 2-piece molecular cluster, C4H15N2O2 overall (ωB97M-V/def2-TZVPD, the OMol25 dataset).

```
23
Properties=species:S:1:pos:R:3:mulliken_charge:R:1
C 1.04 -0.11 1.38 -0.585
O 1.50 1.18 -3.04 -0.609
C -0.41 -0.32 0.89 -0.110
H 2.14 0.87 -3.70 0.303
H 2.66 -1.39 1.76 0.231
H -1.67 -1.90 0.49 0.333
H -0.33 -2.38 1.40 0.298
H 1.60 0.50 0.69 0.475
H 0.38 0.52 -1.14 0.132
C -0.58 0.43 -0.44 0.567
H 0.95 0.56 2.35 0.244
H -1.15 0.06 1.75 0.311
H -1.02 2.27 0.71 0.422
H 1.05 1.73 -3.66 0.292
C -1.31 1.67 -0.12 -1.390
N -0.71 -1.84 0.69 -0.239
O -1.21 -0.55 -1.44 -0.608
H -2.45 1.58 -0.06 0.410
N 1.65 -1.43 1.86 -0.643
H -1.22 2.54 -1.06 0.284
H 1.12 -1.70 2.77 0.253
H -0.16 -2.21 -0.11 0.310
H -1.87 -0.07 -1.95 0.316
```

- E_tot (eV) = -11457.8483
- lowest unoccupied orbital energy (eV) = -3.07
- charge = +1
- orbital gap (eV) = 10.4

Record 2
# C4H15N2O2

A 2-piece molecular cluster, C4H15N2O2 overall (ωB97M-V/def2-TZVPD, the OMol25 dataset).

```
23
Properties=species:S:1:pos:R:3:lowdin_spin:R:1
O 3.10 -0.64 0.91 0.000
H -1.04 0.43 1.21 0.001
H -2.47 1.44 0.80 0.051
H -0.77 3.25 0.63 0.000
H 0.09 2.05 -1.57 0.002
H -2.24 0.57 -1.44 0.009
C -0.14 -1.60 0.11 0.027
N 0.97 -1.00 -0.77 0.005
H 0.17 -1.22 1.11 0.000
H -0.14 -2.69 0.07 0.001
N -1.75 0.20 -0.61 0.635
C -1.48 1.08 0.44 0.097
C -1.52 -1.22 -0.42 0.072
H 0.85 0.06 -0.72 0.002
H 3.43 0.12 1.39 0.000
H -2.23 -1.65 0.31 0.040
H -1.84 -1.66 -1.40 0.002
H 1.87 -1.13 -0.26 0.000
H 1.07 -1.42 -1.69 0.000
C -0.44 2.21 0.38 0.046
O 0.48 2.16 -0.68 0.008
H 3.70 -1.40 1.00 0.000
H 0.33 2.07 1.20 0.005
```

- <S²> = 0.75
- multiplicity = 2
- E_tot (eV) = -11446.9495
- lowest unoccupied orbital energy (spin up / spin down) (eV) = -7.01 / -11.98
- charge = +2
- orbital gap (spin up / spin down) (eV) = 11.8 / 6.8